[1]
{
  "formula": "C19H42NOP3SW",
  "method": "ωB97M-V/def2-TZVPD",
  "symbols": ["W", "P", "P", "P", "H", "C", "C", "H", "C", "C", "C", "C", "C", "C", "C", "C", "C", "H", "H", "H", "H", "H", "H", "H", "H", "H", "H", "H", "H", "H", "H", "H", "H", "H", "H", "H", "H", "H", "H", "H", "H", "H", "H", "H", "H", "H", "C", "C", "C", "C", "C", "C", "S", "H", "H", "H", "H", "H", "H", "C", "C", "N", "O", "H", "H", "H", "H", "H"],
  "coordinates": [[0.394, -0.087, -1.209], [-0.215, 1.122, 0.650], [-1.745, -1.224, -1.267], [2.579, 0.827, -1.292], [0.588, -2.585, -2.439], [1.283, -1.907, -1.916], [1.124, -1.824, -0.375], [0.449, -2.550, 0.082], [-0.760, 2.754, -0.083], [-1.599, 0.909, 1.844], [1.067, 1.722, 1.805], [-2.018, -2.608, -2.437], [-2.303, -2.065, 0.265], [-3.090, -0.075, -1.690], [3.562, 0.350, -2.738], [3.769, 0.356, 0.043], [2.637, 2.644, -1.330], [2.299, -1.911, -2.359], [2.057, -1.769, 0.185], [-0.762, 3.508, 0.729], [-1.780, 2.658, -0.491], [-0.076, 3.102, -0.870], [-1.601, 1.787, 2.514], [-1.468, -0.001, 2.456], [-2.581, 0.888, 1.348], [0.615, 2.458, 2.485], [1.893, 2.218, 1.286], [1.457, 0.883, 2.389], [-3.030, -3.008, -2.275], [-1.307, -3.429, -2.282], [-1.941, -2.254, -3.469], [-3.077, -1.481, 0.769], [-1.525, -2.253, 1.012], [-2.738, -3.035, -0.001], [-3.969, -0.670, -1.970], [-2.809, 0.539, -2.553], [-3.357, 0.578, -0.850], [4.270, 1.156, -2.957], [2.913, 0.231, -3.608], [4.116, -0.570, -2.533], [4.548, -0.277, -0.405], [3.317, -0.191, 0.882], [4.239, 1.287, 0.397], [3.691, 2.917, -1.469], [2.255, 3.099, -0.411], [2.060, 3.017, -2.184], [-0.307, 0.453, -5.716], [-1.221, 1.289, -6.408], [-1.848, 0.745, -7.543], [-1.850, -0.660, -7.683], [-1.355, -1.490, -6.665], [-0.619, -0.933, -5.612], [1.210, 1.045, -5.123], [1.213, 2.314, -5.532], [-1.349, 2.345, -6.135], [-2.318, 1.385, -8.299], [-2.346, -1.109, -8.550], [-1.558, -2.577, -6.668], [-0.239, -1.492, -4.741], [1.239, -1.677, 3.969], [-0.047, -2.418, 3.738], [0.056, -3.756, 3.914], [-1.111, -1.897, 3.405], [1.772, -2.069, 4.843], [1.028, -0.622, 4.140], [1.891, -1.781, 3.092], [-0.772, -4.322, 3.828], [0.910, -4.186, 4.214]],
  "charge": 4,
  "spin_multiplicity": 3,
  "s_squared": 2.03,
  "homo_ha": [-0.7036, -0.7036],
  "de_lowest_kcal_mol": 27.40
}

=====

[2]
{
  "formula": "C19H42NOP3SZr",
  "method": "ωB97M-V/def2-TZVPD",
  "symbols": ["Zr", "P", "P", "P", "H", "C", "C", "H", "C", "C", "C", "C", "C", "C", "C", "C", "C", "H", "H", "H", "H", "H", "H", "H", "H", "H", "H", "H", "H", "H", "H", "H", "H", "H", "H", "H", "H", "H", "H", "H", "H", "H", "H", "H", "H", "H", "C", "C", "C", "C", "C", "C", "S", "H", "H", "H", "H", "H", "H", "C", "C", "N", "O", "H", "H", "H", "H", "H"],
  "coordinates": [[-0.018, 0.162, 0.558], [-1.025, -2.333, 0.286], [2.499, -0.850, -0.086], [-2.762, 0.770, 0.326], [0.666, 5.023, -1.306], [-0.150, 4.464, -0.854], [-0.078, 4.221, 0.590], [0.807, 4.560, 1.100], [-1.392, -2.791, -1.436], [-0.030, -3.789, 0.806], [-2.557, -2.836, 1.157], [4.134, -0.074, -0.268], [2.961, -2.313, 0.923], [2.150, -1.640, -1.693], [-3.125, 2.540, 0.167], [-3.642, 0.325, 1.824], [-3.649, -0.048, -1.032], [-1.123, 4.690, -1.278], [-0.978, 4.308, 1.174], [-1.690, -3.843, -1.481], [-0.510, -2.645, -2.064], [-2.200, -2.169, -1.825], [-0.646, -4.698, 0.742], [0.296, -3.675, 1.848], [0.849, -3.912, 0.164], [-2.625, -3.931, 1.178], [-3.455, -2.450, 0.668], [-2.522, -2.487, 2.195], [4.938, -0.745, 0.077], [4.183, 0.858, 0.308], [4.306, 0.164, -1.324], [3.238, -3.147, 0.265], [2.128, -2.631, 1.555], [3.807, -2.080, 1.585], [3.085, -1.753, -2.251], [1.470, -1.042, -2.310], [1.693, -2.626, -1.575], [-4.154, 2.620, -0.198], [-2.463, 3.041, -0.547], [-2.980, 3.020, 1.141], [-4.670, 0.696, 1.728], [-3.197, 0.772, 2.715], [-3.690, -0.750, 1.991], [-4.526, 0.573, -1.245], [-3.961, -1.069, -0.786], [-3.023, -0.089, -1.930], [0.897, 2.216, -1.967], [0.122, 1.760, -3.036], [0.733, 1.730, -4.299], [2.028, 2.240, -4.464], [2.813, 2.561, -3.341], [2.270, 2.464, -2.060], [0.178, 2.625, -0.403], [-1.357, 1.022, -0.544], [-0.926, 1.543, -2.844], [0.206, 1.339, -5.167], [2.396, 2.420, -5.483], [3.876, 2.787, -3.443], [2.847, 2.602, -1.138], [-0.042, -1.155, 4.663], [0.771, -0.560, 3.570], [2.104, -0.637, 3.651], [0.221, -0.058, 2.528], [0.477, -0.978, 5.626], [-0.137, -2.254, 4.510], [-1.068, -0.742, 4.715], [2.663, -0.253, 2.886], [2.556, -1.063, 4.458]],
  "charge": 4,
  "homo_ha": [-0.7016, -0.6998],
  "de_lowest_kcal_mol": 3.04
}

=====

[3]
{
  "formula": "C19H43BClF4GeN2O2RhSi3",
  "method": "ωB97M-V/def2-TZVPD",
  "symbols": ["Rh", "Cl", "C", "C", "C", "C", "C", "C", "C", "H", "H", "H", "H", "H", "H", "F", "B", "F", "F", "F", "O", "C", "O", "H", "C", "Si", "C", "C", "Ge", "Si", "C", "C", "C", "Si", "C", "C", "C", "H", "H", "H", "H", "H", "H", "H", "H", "H", "H", "H", "H", "H", "H", "H", "H", "H", "H", "H", "H", "H", "H", "H", "H", "H", "H", "H", "N", "C", "C", "N", "H", "H", "H", "H", "H", "H", "H", "H", "H"],
  "coordinates": [[0.185, -1.417, 0.375], [1.859, -3.068, 5.943], [1.046, -3.140, 4.426], [1.682, -3.715, 3.327], [1.041, -3.761, 2.116], [-0.270, -3.230, 1.952], [-0.953, -3.307, 0.698], [-0.890, -2.668, 3.102], [-0.243, -2.624, 4.313], [2.678, -4.121, 3.444], [1.538, -4.202, 1.259], [-2.028, -3.170, 0.693], [-0.582, -4.026, -0.026], [-1.899, -2.284, 3.015], [-0.725, -2.200, 5.184], [2.362, -1.896, -0.716], [3.382, -1.868, -1.706], [2.867, -1.100, -2.797], [4.557, -1.396, -1.229], [3.500, -3.216, -2.216], [1.951, 1.145, 0.775], [2.402, 0.196, 1.502], [1.735, -0.733, 1.982], [3.482, 0.234, 1.715], [2.148, 2.748, -1.844], [0.295, 2.548, -1.591], [-0.561, 4.212, -1.328], [-0.469, 1.758, -3.147], [-0.156, 0.962, 0.342], [-0.111, 2.869, 2.142], [1.433, 3.934, 2.025], [-0.124, 1.693, 3.617], [-1.661, 3.942, 2.096], [-3.049, 0.989, 0.053], [-3.238, -0.301, -1.319], [-4.146, 2.499, -0.241], [-3.418, 0.137, 1.699], [2.366, 2.994, -2.885], [2.682, 1.834, -1.583], [2.535, 3.547, -1.209], [-0.390, 4.845, -2.202], [-0.165, 4.737, -0.457], [-1.639, 4.098, -1.200], [-0.638, 2.544, -3.886], [-1.428, 1.274, -2.954], [0.215, 1.032, -3.592], [2.316, 3.332, 1.816], [1.585, 4.447, 2.979], [1.348, 4.696, 1.249], [0.379, 0.751, 3.383], [-1.146, 1.465, 3.927], [0.394, 2.143, 4.468], [-1.731, 4.554, 1.197], [-1.621, 4.619, 2.954], [-2.576, 3.354, 2.180], [-3.196, 0.135, -2.319], [-4.205, -0.802, -1.218], [-2.455, -1.057, -1.224], [-3.813, 3.096, -1.092], [-4.176, 3.149, 0.634], [-5.167, 2.166, -0.447], [-3.112, -0.908, 1.633], [-4.487, 0.169, 1.922], [-2.884, 0.586, 2.539], [2.444, -3.523, -4.059], [1.184, -2.716, -4.112], [0.396, -2.829, -2.786], [0.118, -1.541, -2.164], [3.068, -3.283, -4.827], [2.259, -4.523, -4.092], [2.966, -3.325, -3.162], [0.597, -3.029, -4.973], [1.489, -1.683, -4.253], [0.998, -3.404, -2.078], [-0.543, -3.362, -2.930], [-0.567, -1.002, -2.679], [0.982, -1.004, -2.132]],
  "charge": 1,
  "spin_multiplicity": 6,
  "s_squared": 8.80,
  "homo_ha": [-0.3382, -0.3979]
}

=====

[4]
{
  "formula": "C19H43BN4OS2",
  "method": "ωB97M-V/def2-TZVPD",
  "symbols": ["C", "C", "S", "C", "B", "C", "C", "C", "N", "O", "N", "C", "S", "H", "H", "H", "H", "H", "H", "H", "H", "H", "H", "H", "H", "H", "C", "C", "N", "C", "C", "C", "C", "H", "H", "H", "H", "H", "H", "H", "H", "H", "H", "H", "H", "H", "H", "H", "C", "C", "N", "C", "C", "C", "C", "H", "H", "H", "H", "H", "H", "H", "H", "H", "H", "H", "H", "H", "H", "H"],
  "coordinates": [[6.505, 7.435, 0.810], [4.955, 7.202, 0.937], [4.681, 5.989, 2.321], [4.944, 4.383, 1.446], [4.917, 3.124, 2.426], [6.272, 2.773, 3.215], [6.976, 1.609, 2.361], [8.100, 2.220, 1.489], [7.964, 2.568, 0.110], [9.172, 2.389, 2.004], [3.708, 2.250, 2.603], [3.563, 1.609, 1.602], [3.620, 0.608, 0.354], [6.721, 8.166, 0.005], [6.909, 7.785, 1.783], [6.963, 6.440, 0.615], [4.381, 8.135, 1.092], [4.578, 6.682, 0.026], [5.973, 4.433, 1.010], [4.193, 4.342, 0.623], [6.101, 2.458, 4.264], [6.931, 3.667, 3.144], [7.461, 0.950, 3.119], [6.249, 0.970, 1.812], [7.218, 2.058, -0.360], [7.915, 3.570, -0.047], [-2.049, -3.191, -0.111], [-0.903, -2.432, 0.542], [-1.205, -1.036, 0.820], [-0.030, -0.268, 1.214], [0.659, -0.645, 2.529], [-2.402, -0.786, 1.609], [-2.483, -1.415, 3.005], [-2.361, -2.716, -1.043], [-1.729, -4.209, -0.344], [-2.916, -3.270, 0.548], [-0.054, -2.472, -0.148], [-0.595, -2.973, 1.448], [-0.291, 0.794, 1.245], [0.709, -0.350, 0.410], [0.100, -0.287, 3.394], [1.644, -0.176, 2.575], [0.807, -1.721, 2.630], [-3.267, -1.131, 1.034], [-2.553, 0.293, 1.699], [-2.124, -2.446, 3.022], [-3.523, -1.426, 3.342], [-1.920, -0.840, 3.739], [-3.896, -4.685, -3.429], [-5.358, -4.399, -3.746], [-6.092, -3.761, -2.661], [-7.531, -3.725, -2.896], [-8.044, -2.890, -4.073], [-5.521, -2.529, -2.133], [-5.317, -1.365, -3.109], [-3.797, -5.312, -2.540], [-3.436, -5.215, -4.265], [-3.322, -3.769, -3.275], [-5.832, -5.361, -3.965], [-5.405, -3.809, -4.672], [-8.031, -3.391, -1.982], [-7.871, -4.756, -3.041], [-8.027, -1.823, -3.849], [-9.084, -3.151, -4.282], [-7.475, -3.063, -4.988], [-4.553, -2.767, -1.684], [-6.128, -2.180, -1.292], [-4.915, -1.689, -4.071], [-4.608, -0.650, -2.683], [-6.243, -0.820, -3.287]],
  "homo_ha": -0.2980
}

=====

What did we get for DFT total energy? Answer: -2366.76790; -2346.82133; -4950.14184; -1865.20046 Ha, in the order shown.